#w
C6H10N5O2 | ωB97M-V/def2-TZVPD

ORCA input file:
```
! RIJCOSX wB97M-V def2-TZVPD def2/J DEFGRID3
* xyz 1 1
C 2.669 0.729 -1.051
C 3.399 0.053 0.036
C 0.695 -1.507 -0.459
C 0.714 0.814 0.346
C -1.413 -0.570 0.039
C 1.224 -0.586 0.820
N 1.488 1.135 -0.893
N 2.636 -0.581 0.899
N -0.602 -1.371 -0.767
N -2.728 -0.359 -0.294
N -0.779 0.786 -0.024
O 1.512 -2.119 -1.069
O 0.714 -1.081 1.918
H 3.183 1.131 -1.831
H 4.430 -0.031 0.150
H 0.885 1.650 0.945
H -1.345 -0.777 1.175
H -1.004 -1.954 -1.617
H -3.485 -0.481 0.351
H -2.972 -0.747 -1.159
H -1.375 1.409 0.614
H -0.933 1.151 -0.907
H 1.363 -1.726 2.192
*
```

Properties
Gap between HOMO and LUMO = 9.045 eV
SMILES = N[C@H]1NC(=O)[C@@]2(O)N=CC=N[C@H]2[NH2+]1
Molecular weight = 184.18 g mol⁻¹

---

#x
C6H10N5O2 | ωB97M-V/def2-TZVPD

ORCA input file:
```
! RIJCOSX wB97M-V def2-TZVPD def2/J DEFGRID3
* xyz 1 1
C -0.215 -1.677 -0.790
C -0.807 0.738 0.919
C 1.263 -0.341 1.661
C -1.298 0.239 -0.180
C 1.284 0.152 -0.727
C 1.775 1.227 -1.672
N 0.813 -0.980 -1.210
N -0.068 -0.073 1.895
N 1.782 0.292 0.528
N -1.331 -1.126 -0.507
N -2.495 -1.871 -0.246
O -0.951 1.961 1.436
O 2.077 -0.802 2.348
H -0.190 -2.695 -1.036
H -2.026 0.826 -0.844
H 1.396 1.117 -2.626
H 2.773 0.938 -1.809
H 1.737 2.259 -1.341
H -0.483 -0.118 2.805
H 2.628 0.870 0.718
H -3.210 -1.904 -0.951
H -1.584 2.504 0.932
H -2.871 -1.538 0.694
*
```

Properties
Gap between HOMO and LUMO = 9.933 eV
SMILES = Cc1nc[n+](N)cc(O)[nH]c(=O)[nH]1
Molecular weight = 184.18 g mol⁻¹

---

Quick ranking, most stable first: #w, #x.

---

#w
C4H4O4 | ωB97M-V/def2-TZVPD

ORCA input file:
```
! RIJCOSX wB97M-V def2-TZVPD def2/J DEFGRID3
* xyz 0 1
C -2.197 0.012 0.155
C -0.784 -0.225 -0.237
C 0.472 0.759 0.116
C 1.662 -0.220 0.133
H -2.643 -1.088 -0.347
H -2.338 0.085 1.298
H -2.494 0.984 -0.284
H 3.683 -0.112 -0.187
O -0.287 -1.139 -0.908
O 0.472 1.983 -0.004
O 2.885 0.224 -0.545
O 1.568 -1.262 0.809
*
```

Properties
Gap between HOMO and LUMO = 9.248 eV
SMILES = CC(=O)C(=O)C(=O)O
Molecular weight = 116.07 g mol⁻¹

---

#x
C4H4O4 | ωB97M-V/def2-TZVPD

ORCA input file:
```
! RIJCOSX wB97M-V def2-TZVPD def2/J DEFGRID3
* xyz 0 1
C 1.059 -1.226 -0.514
C 0.592 0.036 0.166
C -0.812 0.607 0.077
C -1.251 1.676 1.206
H 1.076 -2.339 -1.809
H 1.209 0.045 1.048
H -1.391 0.180 -0.653
H -0.683 2.623 1.225
O 0.862 -1.408 -1.818
O 1.406 -2.283 0.176
O 0.365 1.142 -0.688
O -2.350 1.665 1.653
*
```

Properties
Gap between HOMO and LUMO = 10.673 eV
SMILES = O=C[C@H]1O[C@@H]1C(=O)O
Molecular weight = 116.07 g mol⁻¹

---

#y
C4H4O4 | ωB97M-V/def2-TZVPD

ORCA input file:
```
! RIJCOSX wB97M-V def2-TZVPD def2/J DEFGRID3
* xyz 0 1
C 1.668 -0.123 0.318
C 0.433 0.787 -0.148
C -0.844 0.032 -0.531
C -1.912 0.174 0.534
H 2.488 -1.652 -0.313
H -0.718 -0.955 -0.896
H -1.250 0.573 -1.392
H -1.670 0.951 1.307
O 1.616 -1.270 -0.439
O 2.484 0.093 1.147
O 0.566 1.984 -0.187
O -2.860 -0.593 0.598
*
```

Properties
Gap between HOMO and LUMO = 9.946 eV
SMILES = O=CCC(=O)C(=O)O
Molecular weight = 116.07 g mol⁻¹

---

#z
C4H4O4 | ωB97M-V/def2-TZVPD

ORCA input file:
```
! RIJCOSX wB97M-V def2-TZVPD def2/J DEFGRID3
* xyz 0 1
C -2.106 0.234 0.120
C -0.809 -0.533 -0.325
C 0.406 0.368 -0.094
C 1.729 -0.283 0.036
H -2.883 -0.551 -0.180
H -1.982 0.522 1.252
H -2.304 1.188 -0.343
H 3.716 0.013 -0.382
O -0.689 -1.755 -0.449
O 0.195 1.537 0.134
O 2.720 0.171 -0.846
O 2.006 -0.909 1.078
*
```

Properties
Gap between HOMO and LUMO = 9.049 eV
SMILES = CC(=O)C(=O)C(=O)O
Molecular weight = 116.07 g mol⁻¹

---

Quick ranking, most stable first: #y, #z, #w, #x.

---

#w
CH4Cl2SSi | ωB97M-V/def2-TZVPD

ORCA input file:
```
! RIJCOSX wB97M-V def2-TZVPD def2/J DEFGRID3
* xyz 0 1
C -1.727 -1.079 -0.002
Si -0.537 -0.008 -1.006
S 2.738 -1.216 0.799
Cl -2.516 -0.068 1.286
Cl -2.912 -1.727 -1.291
H -1.348 -1.986 0.576
H -1.161 0.828 -2.092
H 0.625 0.287 -0.320
H 3.231 -1.918 1.920
*
```

Properties
Gap between HOMO and LUMO (alpha / beta) = 9.540 / 4.774 eV
Molecular weight = 147.10 g mol⁻¹

---

#x
CH4Cl2SSi | ωB97M-V/def2-TZVPD

ORCA input file:
```
! RIJCOSX wB97M-V def2-TZVPD def2/J DEFGRID3
* xyz 0 1
C -2.271 -0.330 0.404
Si 0.657 0.318 -0.869
S 1.909 -0.998 0.251
Cl -3.073 1.146 -0.081
Cl -3.091 -1.761 -0.089
H -2.091 -0.308 1.475
H 0.044 -0.375 -1.983
H 1.266 1.606 -1.125
H 1.299 -0.893 1.422
*
```

Properties
Gap between HOMO and LUMO (alpha / beta) = 7.978 / 6.837 eV
Molecular weight = 147.10 g mol⁻¹

---

Quick ranking, most stable first: #x, #w.

---

#w
C4H12N2O3 | ωB97M-V/def2-TZVPD

ORCA input file:
```
! RIJCOSX wB97M-V def2-TZVPD def2/J DEFGRID3
* xyz 0 1
C -0.680 0.423 0.724
N 0.495 1.145 1.211
C 1.243 1.968 0.439
O 0.983 1.916 -0.891
O 2.116 2.683 0.881
C -0.559 -1.126 0.791
C 0.877 -1.658 0.719
N -1.474 -1.683 -0.176
H -1.553 0.642 1.336
H -0.826 0.733 -0.292
H 0.553 1.324 2.197
H 1.460 2.684 -1.237
H -0.946 -1.414 1.773
H 0.985 -2.653 1.163
H 1.599 -1.028 1.228
H 1.143 -1.744 -0.341
H -1.332 -2.665 -0.336
H -1.432 -1.238 -1.089
H -0.083 0.593 -2.574
H -1.592 0.872 -2.944
O -0.977 0.226 -2.580
*
```

Properties
Gap between HOMO and LUMO = 9.423 eV
SMILES = C[C@H](N)CNC(=O)O.O
Molecular weight = 136.15 g mol⁻¹

---

#x
C4H12N2O3 | ωB97M-V/def2-TZVPD

ORCA input file:
```
! RIJCOSX wB97M-V def2-TZVPD def2/J DEFGRID3
* xyz 0 1
C -0.435 -0.834 -1.645
C -1.484 -0.237 -0.714
N -2.156 -1.144 0.008
O 0.042 -2.083 -1.214
O -1.721 0.973 -0.677
H 0.508 -1.936 -0.365
H -1.926 -2.119 -0.101
H -2.867 -0.843 0.652
H -0.915 -0.994 -2.620
H 0.366 -0.100 -1.788
C 1.389 1.165 0.683
C 0.685 2.310 0.077
N 0.899 -1.203 1.350
O 0.345 0.108 1.202
H 0.254 -1.670 1.988
H 1.803 -1.129 1.832
H 2.000 0.601 -0.025
H 1.963 1.418 1.578
H 0.294 2.990 0.835
H 1.293 2.835 -0.652
H -0.337 1.891 -0.403
*
```

Properties
Gap between HOMO and LUMO = 9.999 eV
SMILES = NC(=O)CO.CCON
Molecular weight = 136.15 g mol⁻¹

---

Quick ranking, most stable first: #w, #x.

---

#w
C2H3N2O2S | ωB97M-V/def2-TZVPD

ORCA input file:
```
! RIJCOSX wB97M-V def2-TZVPD def2/J DEFGRID3
* xyz -1 1
C -0.142 1.263 -0.452
C -1.438 -0.452 0.065
N 1.123 0.697 -0.324
N 1.652 0.151 0.712
O 2.782 -0.312 0.552
O -1.822 -0.273 1.288
S -1.655 -1.787 -0.866
H -0.412 1.073 -1.479
H 1.821 0.695 -1.204
H -1.909 -1.057 1.708
*
```

Properties
Gap between HOMO and LUMO = 6.233 eV
Molecular weight = 119.12 g mol⁻¹

---

#x
C2H3N2O2S | ωB97M-V/def2-TZVPD

ORCA input file:
```
! RIJCOSX wB97M-V def2-TZVPD def2/J DEFGRID3
* xyz -1 1
C -2.193 1.039 -0.059
C -0.943 0.641 0.310
N -3.276 1.401 -0.266
N -0.621 -0.763 0.342
O 3.556 -0.692 0.627
O 1.761 -0.788 -0.936
S 2.690 0.159 -0.223
H -0.139 1.174 0.605
H 0.410 -0.991 -0.001
H -1.245 -1.181 -0.400
*
```

Properties
Gap between HOMO and LUMO (alpha / beta) = 8.050 / 5.712 eV
Molecular weight = 119.12 g mol⁻¹

---

Quick ranking, most stable first: #x, #w.

---

#w
C21H30N4O3 | ωB97M-V/def2-TZVPD

ORCA input file:
```
! RIJCOSX wB97M-V def2-TZVPD def2/J DEFGRID3
* xyz 0 1
C 1.420 2.655 -5.587
C 1.315 1.142 -5.432
C 2.064 0.610 -4.210
C 1.410 1.038 -2.888
N 1.989 0.486 -1.677
C 3.364 0.877 -1.410
C 3.515 2.388 -1.237
C 4.810 2.768 -0.519
C 6.060 2.420 -1.318
H 6.156 1.345 -1.444
H 6.949 2.781 -0.806
H 6.023 2.882 -2.303
H 4.799 3.845 -0.332
H 4.847 2.265 0.450
H 2.666 2.745 -0.653
H 3.494 2.884 -2.210
H 3.647 0.395 -0.470
H 4.049 0.510 -2.192
C 1.807 -0.953 -1.550
C 1.839 -1.359 -0.113
C 2.823 -1.937 0.646
C 2.301 -2.060 1.949
C 1.030 -1.546 1.898
C 0.022 -1.442 2.948
O 0.183 -1.819 4.100
N -1.126 -0.824 2.563
H -1.406 -0.711 1.596
N -2.192 -0.791 3.468
C -3.441 -1.132 2.971
O -3.645 -1.184 1.777
N -4.362 -1.296 3.966
C -5.735 -1.537 3.852
C -6.376 -1.684 2.627
C -7.737 -1.930 2.591
C -8.470 -2.032 3.761
C -7.832 -1.886 4.981
C -6.473 -1.641 5.029
H -5.978 -1.527 5.984
H -8.393 -1.964 5.901
H -9.532 -2.224 3.724
H -8.227 -2.042 1.636
H -5.808 -1.605 1.716
H -4.028 -1.194 4.915
H -1.863 -1.133 4.369
O 0.752 -1.125 0.640
H 2.781 -2.468 2.814
H 3.794 -2.241 0.310
H 0.826 -1.207 -1.958
H 2.578 -1.529 -2.090
H 0.355 0.747 -2.902
H 1.448 2.124 -2.794
H 2.084 -0.481 -4.260
H 3.095 0.967 -4.243
H 1.728 0.668 -6.326
H 0.263 0.856 -5.363
H 0.932 3.169 -4.763
H 0.943 2.972 -6.512
H 2.463 2.963 -5.618
*
```

Properties
Gap between HOMO and LUMO = 9.084 eV
SMILES = CCCCN(CCCC)Cc1ccc(C(=O)NNC(=O)Nc2ccccc2)o1
Molecular weight = 386.50 g mol⁻¹

---

#x
C21H30N4O3 | ωB97M-V/def2-TZVPD

ORCA input file:
```
! RIJCOSX wB97M-V def2-TZVPD def2/J DEFGRID3
* xyz 0 1
O 0.240 0.012 3.496
O 3.546 -1.201 -1.173
O 1.064 -0.097 -4.805
N -2.609 -0.059 1.333
C -0.913 -0.177 3.111
C 2.524 -0.800 -0.635
C 1.694 -0.371 -3.788
C -1.388 0.317 1.787
C -4.831 0.475 -1.504
C -0.590 1.201 1.037
C -4.073 1.351 -2.287
C -4.320 0.012 -0.286
C -1.047 1.704 -0.178
C -2.809 1.766 -1.855
C -3.058 0.411 0.157
C -2.297 1.299 -0.635
N 2.422 -1.487 -3.694
N -1.810 -0.814 3.953
N 1.617 -0.011 -1.220
C 2.217 -1.213 0.785
C 2.579 -2.473 -4.760
C -1.057 -2.601 5.427
C -2.855 -0.990 6.126
C 2.158 2.942 -1.797
C 4.018 1.507 -2.615
C -1.555 -1.160 5.343
C 2.522 1.803 -2.758
C 1.584 0.583 -2.584
H -5.811 0.151 -1.843
H 0.372 1.511 1.434
H -4.466 1.709 -3.235
H -4.898 -0.667 0.331
H -0.451 2.412 -0.744
H -2.233 2.450 -2.473
H 2.941 -1.626 -2.833
H -2.754 -0.921 3.584
H 0.815 0.196 -0.646
H 2.968 -1.928 1.118
H 2.244 -0.340 1.434
H 1.234 -1.677 0.831
H 3.185 -2.051 -5.563
H 3.067 -3.368 -4.372
H 1.601 -2.742 -5.163
H -0.117 -2.708 4.875
H -1.792 -3.290 5.000
H -0.878 -2.883 6.469
H -3.203 0.046 6.061
H -2.698 -1.236 7.180
H -3.636 -1.646 5.727
H 2.846 3.776 -1.944
H 1.151 3.295 -2.012
H 2.229 2.607 -0.762
H 4.595 2.382 -2.916
H 4.299 0.672 -3.255
H 4.263 1.266 -1.581
H -0.798 -0.493 5.773
H 2.371 2.187 -3.768
H 0.579 0.990 -2.690
*
```

Properties
Gap between HOMO and LUMO = 8.397 eV
SMILES = CNC(=O)[C@@H](NC(C)=O)C(C)C.CC(C)NC(=O)c1ccc2ccccc2n1
Molecular weight = 386.50 g mol⁻¹

---

Quick ranking, most stable first: #x, #w.

---

#w
C6H8S | ωB97M-V/def2-TZVPD

ORCA input file:
```
! RIJCOSX wB97M-V def2-TZVPD def2/J DEFGRID3
* xyz 0 1
C -0.118 1.159 -0.879
C -0.217 2.380 -0.456
C -0.550 0.090 -1.823
C -0.069 -1.252 -1.316
C 1.164 0.834 0.021
C 0.937 0.937 1.526
S 1.516 -0.909 -0.395
H -1.689 0.166 -1.855
H -0.139 0.461 -2.786
H -0.866 -1.900 -0.783
H 0.254 -2.034 -2.134
H 2.131 1.309 -0.289
H 0.212 0.245 1.983
H 0.640 2.019 1.798
H 1.930 0.687 2.132
*
```

Properties
Gap between HOMO and LUMO = 8.916 eV
Molecular weight = 112.20 g mol⁻¹

---

#x
C6H8S | ωB97M-V/def2-TZVPD

ORCA input file:
```
! RIJCOSX wB97M-V def2-TZVPD def2/J DEFGRID3
* xyz 0 1
C -0.669 -0.759 0.991
C -0.616 0.729 0.993
C -0.008 1.547 0.014
C 0.944 0.672 -1.006
C 0.132 -0.566 -1.112
C 0.228 -1.435 0.057
H -1.776 -1.012 1.031
H -0.325 -1.022 2.155
H -1.310 0.987 1.756
H -0.248 2.711 -0.064
H 1.158 1.344 -1.879
H 1.928 0.467 -0.567
H -0.961 -0.220 -1.308
H 1.232 -1.152 0.469
S 0.292 -2.291 -1.533
*
```

Properties
Gap between HOMO and LUMO = 9.975 eV
SMILES = C1=CC[C@H]2S[C@@H]2C1
Molecular weight = 112.20 g mol⁻¹

---

Quick ranking, most stable first: #x, #w.

---

#w
C2H12O5 | ωB97M-V/def2-TZVPD

ORCA input file:
```
! RIJCOSX wB97M-V def2-TZVPD def2/J DEFGRID3
* xyz 0 1
O -1.177 0.122 2.618
H -0.282 0.315 2.220
H -1.015 0.103 3.574
O 2.497 0.130 4.015
H 1.968 0.618 3.376
H 3.202 0.706 4.307
O 1.216 0.698 0.990
H 0.888 -0.026 0.440
H 2.183 0.664 0.865
C -1.106 -0.704 -2.870
C -0.202 -0.228 -1.757
O -0.699 -0.506 -0.431
O -2.213 0.187 -2.986
H -1.461 -1.712 -2.737
H -0.515 -0.780 -3.777
H -0.035 0.850 -1.878
H 0.758 -0.611 -1.893
H -1.390 0.125 -0.208
H -2.619 0.049 -3.869
*
```

Properties
Gap between HOMO and LUMO = 11.282 eV
SMILES = OCCO.O.O.O
Molecular weight = 116.11 g mol⁻¹

---

#x
C2H12O5 | ωB97M-V/def2-TZVPD

ORCA input file:
```
! RIJCOSX wB97M-V def2-TZVPD def2/J DEFGRID3
* xyz 0 1
C -2.107 -1.296 0.573
C -1.840 -2.351 1.363
O -1.150 -2.216 2.522
H -2.881 -1.409 -0.173
H -1.617 -0.349 0.780
H -2.405 -3.255 1.157
H -1.207 -1.290 2.781
H 1.256 0.361 2.900
H 1.231 -1.033 3.324
O 1.715 -0.443 2.702
H 4.300 -0.017 -0.214
H 5.074 1.098 0.150
O 4.222 0.952 -0.308
H -1.732 1.683 -5.447
H -0.255 1.250 -5.458
O -0.909 1.796 -4.991
H -1.305 2.032 -1.814
H -0.121 2.748 -1.155
O -1.043 2.463 -0.994
*
```

Properties
Gap between HOMO and LUMO = 9.662 eV
SMILES = C=CO.O.O.O.O
Molecular weight = 116.11 g mol⁻¹

---

Quick ranking, most stable first: #w, #x.